Model a:
{
  "formula": "C4H4IN",
  "method": "ωB97M-V/def2-TZVPD",
  "symbols": ["I", "N", "C", "C", "C", "C", "H", "H", "H", "H"],
  "coordinates": [[3.71210, -0.40197, -0.36560], [0.81904, -0.90561, -0.07918], [1.72653, -0.70127, -0.83501], [-0.81943, 1.23082, -0.33935], [-1.04320, 0.24695, 0.55200], [-0.34641, -0.95716, 0.37772], [-1.73126, 0.10985, 1.41896], [-1.38572, 2.15859, -0.10859], [-0.29261, 1.19451, -1.29595], [-0.63903, -1.97470, 0.67501]],
  "gap_ev": [7.22, 7.22],
  "lumo_ev": [-0.3845, -0.3840]
}



Model b:
{
  "formula": "C4H4IN",
  "method": "ωB97M-V/def2-TZVPD",
  "symbols": ["I", "N", "C", "C", "C", "C", "H", "H", "H", "H"],
  "coordinates": [[1.61875, -1.82746, -1.26730], [1.03322, -0.50141, 0.30714], [-0.35062, -0.74927, 0.87168], [0.37767, -1.16197, 1.84233], [0.41909, 0.67729, -0.35066], [-1.00073, 0.25043, 0.01906], [0.42157, 0.76599, -1.48094], [-1.76109, -0.08765, -0.64852], [0.80481, 1.67704, 0.20257], [-1.56267, 0.95700, 0.50464]],
  "gap_ev": 8.26,
  "lumo_ev": -0.7822
}



Least stable = model b



Model a:
{
  "formula": "C3H4N2OS",
  "method": "ωB97M-V/def2-TZVPD",
  "symbols": ["S", "O", "N", "N", "C", "C", "C", "H", "H", "H", "H"],
  "coordinates": [[-1.82264, -0.38476, -0.08369], [1.83362, 0.68333, -0.30807], [-0.69439, 2.09931, 0.15744], [0.92036, -0.00786, 0.43086], [-0.67635, -1.67378, -0.01879], [-0.77953, 0.92414, 0.09435], [0.61196, -1.34973, 0.16464], [1.34363, 1.59310, -0.13636], [1.54414, -1.90041, -0.19173], [-0.85415, -2.75906, -0.22442], [-1.42664, 2.77572, 0.11576]],
  "gap_ev": 8.27,
  "lumo_ev": 0.5979
}



Model b:
{
  "formula": "C3H4N2OS",
  "method": "ωB97M-V/def2-TZVPD",
  "symbols": ["S", "O", "N", "N", "C", "C", "C", "H", "H", "H", "H"],
  "coordinates": [[2.58117, -0.24746, -0.20788], [-2.53006, -0.49215, -0.13559], [-1.06424, 1.18356, -0.22603], [0.87673, 0.24576, -0.32278], [-0.06562, -0.80875, -0.25704], [0.26072, 1.42383, -0.14461], [-1.21923, -0.13917, -0.32126], [0.76289, 2.36163, 0.16456], [2.71535, -0.10437, 1.20032], [0.24516, -1.90616, -0.54503], [-2.56286, -1.51672, 0.79535]],
  "gap_ev": 8.53,
  "lumo_ev": -0.2573
}



Least stable = model a